17
Properties=species:S:1:pos:R:3 method="wB97M-V/def2-TZVPD" smiles="CC1=C(C)[Si@H](Cl)C=C1" e_homo_ha=-0.3064 largest_force_ha_per_bohr=0.07939 de_lowest_kj_mol=55.15 orbital_gap_ha=0.3197 lumo_energy_ev=0.4 e_tot_ev=-26767.379
C 0.366 -0.986 -1.485
C -0.841 -0.614 -1.912
C 0.722 -0.346 -0.187
C -0.128 0.629 0.203
C 1.712 -0.958 0.713
C -0.148 1.429 1.465
Si -1.654 0.700 -0.861
Cl -3.175 -0.228 0.175
H 0.938 -1.829 -2.031
H -1.222 -1.278 -2.709
H 2.611 -1.011 0.210
H 1.358 -1.968 1.123
H 1.859 -0.252 1.622
H -0.911 1.057 2.110
H -0.448 2.533 1.196
H 0.868 1.242 1.875
H -1.907 1.879 -1.508